Molecular formula: C2H9N4O
Method: DFT, ωB97M-V/def2-TZVPD

```
! RIJCOSX wB97M-V def2-TZVPD def2/J DEFGRID3
* xyz 1 1
C -1.95 -0.13 0.49
N -0.59 0.39 0.33
O -0.30 1.37 -0.82
C 0.50 -0.81 -0.16
N 0.06 -2.02 -0.40
N 1.76 -0.51 -0.04
N 2.04 0.97 0.28
H -2.57 0.65 0.39
H -2.42 -0.81 -0.29
H -1.99 -0.39 1.54
H -0.72 2.23 -0.63
H 0.74 -2.48 -0.98
H -0.83 -2.15 -0.77
H 1.39 1.48 -0.43
H 1.86 1.15 1.37
H 3.02 1.06 0.10
*
```

The energy above the lowest of the compared OMol25 structures with the same formula, charge and spin is 610.3 kJ/mol. As for the SMILES: CN(O)/C(N)=N\[NH3+]. The energy comes out at -10216.925 eV. Its highest occupied orbital energy is -0.5256 hartree. As for the frontier orbital gap: 0.4024 Eh.

Results of the natural (NBO) charge analysis, in e, for atoms 1 through 8: atom 1 (C): -0.462, atom 2 (N): -0.172, atom 3 (O): -0.633, atom 4 (C): 0.589, atom 5 (N): -0.755, atom 6 (N): -0.365, atom 7 (N): -0.594, atom 8 (H): 0.228


Molecular formula: C2H9NO
Method: DFT, ωB97M-V/def2-TZVPD

```
! RIJCOSX wB97M-V def2-TZVPD def2/J DEFGRID3
* xyz 0 1
C 0.00 0.00 0.00
C 0.50 0.49 -1.38
N 0.98 -0.67 -2.03
H -1.02 -0.39 -0.12
H -0.03 0.86 0.69
H 0.63 -0.79 0.45
H -0.17 1.00 -2.10
H 1.34 1.16 -1.16
H 1.39 -0.45 -2.94
H 0.15 -1.24 -2.22
O -1.62 1.89 -0.24
H -1.72 0.92 -0.10
H -1.96 2.05 -1.14
*
```

The energy above the lowest of the compared OMol25 structures with the same formula, charge and spin is 107.5 kJ/mol. As for the SMILES: CCN.O. The energy comes out at -5756.409 eV. Its highest occupied orbital energy is -0.3387 hartree. As for the frontier orbital gap: 0.3702 Eh.

Results of the natural (NBO) charge analysis, in e, for atoms 1 through 8: atom 1 (C): -0.612, atom 2 (C): -0.211, atom 3 (N): -0.830, atom 4 (H): 0.157, atom 5 (H): 0.236, atom 6 (H): 0.229, atom 7 (H): 0.163, atom 8 (H): 0.186


Molecular formula: C2H9NO
Method: DFT, ωB97M-V/def2-TZVPD

```
! RIJCOSX wB97M-V def2-TZVPD def2/J DEFGRID3
* xyz 0 1
C -0.44 0.32 0.13
C -1.00 0.21 -1.30
N -0.51 -0.98 -1.97
H 0.43 -0.31 0.24
H -0.15 1.36 0.30
H -1.15 0.04 0.91
H -2.09 0.18 -1.24
H -0.66 1.07 -1.88
H -0.87 -1.44 -2.76
H 0.18 -1.53 -1.50
O 1.85 0.22 2.77
H 2.66 0.71 2.59
H 1.74 0.14 3.71
*
```

The energy above the lowest of the compared OMol25 structures with the same formula, charge and spin is 52.5 kJ/mol. As for the SMILES: CCN.O. The energy comes out at -5756.979 eV. Its highest occupied orbital energy is -0.3058 hartree. As for the frontier orbital gap: 0.3380 Eh.

Results of the natural (NBO) charge analysis, in e, for atoms 1 through 8: atom 1 (C): -0.608, atom 2 (C): -0.206, atom 3 (N): -0.892, atom 4 (H): 0.208, atom 5 (H): 0.209, atom 6 (H): 0.208, atom 7 (H): 0.176, atom 8 (H): 0.166


Molecular formula: C2H9NO2
Method: DFT, ωB97M-V/def2-TZVPD

```
! RIJCOSX wB97M-V def2-TZVPD def2/J DEFGRID3
* xyz 0 1
N -1.20 -1.14 -0.71
C -1.52 0.25 -0.45
O -2.06 0.56 0.82
H -0.66 -1.18 -1.56
H -0.64 -1.60 -0.02
H -2.11 0.74 -1.23
H -0.56 0.78 -0.45
H -2.49 -0.23 1.16
C 2.05 0.52 0.15
O 1.40 -0.70 0.58
H 1.48 0.84 -0.71
H 3.11 0.38 -0.03
H 1.93 1.30 0.91
H 1.26 -0.52 1.53
*
```

The energy above the lowest of the compared OMol25 structures with the same formula, charge and spin is 87.7 kJ/mol. As for the SMILES: NCO.CO. The energy comes out at -7803.817 eV. Its highest occupied orbital energy is -0.3299 hartree. As for the frontier orbital gap: 0.3590 Eh.

Results of the natural (NBO) charge analysis, in e, for atoms 1 through 8: atom 1 (N): -0.868, atom 2 (C): 0.109, atom 3 (O): -0.724, atom 4 (H): 0.363, atom 5 (H): 0.379, atom 6 (H): 0.151, atom 7 (H): 0.122, atom 8 (H): 0.468


Molecular formula: C2H9NO3
Method: DFT, ωB97M-V/def2-TZVPD

```
! RIJCOSX wB97M-V def2-TZVPD def2/J DEFGRID3
* xyz 0 1
C -1.95 -0.58 0.23
N -1.26 -0.89 -0.91
C 0.14 -0.95 -0.86
O 0.73 -0.27 -0.10
H -1.41 -0.92 1.21
H -2.95 -1.04 0.39
H -2.10 0.52 0.30
H -1.59 -1.67 -1.40
H 0.64 -1.36 -1.76
O 2.30 1.67 -0.88
H 1.53 2.23 -0.49
H 2.30 0.94 -0.38
O -0.21 0.50 1.99
H -0.01 0.96 2.83
H 0.60 0.50 1.35
*
```

The energy above the lowest of the compared OMol25 structures with the same formula, charge and spin is 233.8 kJ/mol. As for the SMILES: CNC=O.O.O. The energy comes out at -9851.223 eV. Its highest occupied orbital energy is -0.3643 hartree. As for the frontier orbital gap: 0.3888 Eh.

Results of the natural (NBO) charge analysis, in e, for atoms 1 through 8: atom 1 (C): -0.452, atom 2 (N): -0.604, atom 3 (C): 0.557, atom 4 (O): -0.644, atom 5 (H): 0.239, atom 6 (H): 0.207, atom 7 (H): 0.209, atom 8 (H): 0.376


Molecular formula: C2H9NO3
Method: DFT, ωB97M-V/def2-TZVPD

```
! RIJCOSX wB97M-V def2-TZVPD def2/J DEFGRID3
* xyz 0 1
C 1.45 2.23 2.77
N 0.88 2.63 1.45
C 0.70 1.69 0.48
O 0.08 0.67 0.67
H 0.73 2.47 3.54
H 1.84 1.22 2.62
H 2.40 2.76 2.90
H 1.17 3.53 1.13
H 1.01 1.98 -0.54
O -0.61 -2.37 -0.84
H -0.36 -1.45 -0.73
H -1.58 -2.38 -0.80
O -2.03 -3.54 -3.74
H -2.26 -3.96 -2.90
H -1.13 -3.22 -3.56
*
```

The energy above the lowest of the compared OMol25 structures with the same formula, charge and spin is 144.5 kJ/mol. As for the SMILES: CNC=O.O.O. The energy comes out at -9852.149 eV. Its highest occupied orbital energy is -0.3746 hartree. As for the frontier orbital gap: 0.3980 Eh.

Results of the natural (NBO) charge analysis, in e, for atoms 1 through 8: atom 1 (C): -0.419, atom 2 (N): -0.630, atom 3 (C): 0.530, atom 4 (O): -0.599, atom 5 (H): 0.212, atom 6 (H): 0.221, atom 7 (H): 0.196, atom 8 (H): 0.381


Molecular formula: C2H9NO3
Method: DFT, ωB97M-V/def2-TZVPD

```
! RIJCOSX wB97M-V def2-TZVPD def2/J DEFGRID3
* xyz 0 1
C 2.11 -0.88 0.08
O -0.43 -0.93 -0.66
O 0.79 -0.73 0.51
O -0.82 -2.18 -1.16
H -1.44 -2.52 -0.50
H 2.34 -1.94 -0.14
H 2.76 -0.56 0.90
H 2.34 -0.27 -0.80
C -1.40 1.53 -0.21
N -0.64 1.68 0.98
H -1.13 1.33 1.79
H 0.24 1.15 0.91
H -0.99 2.13 -1.02
H -1.27 0.43 -0.64
H -2.46 1.75 -0.05
*
```

The energy above the lowest of the compared OMol25 structures with the same formula, charge and spin is 824.7 kJ/mol. The energy comes out at -9845.099 eV. Its highest occupied orbital energy (alpha / beta) is -0.3041 / -0.3041 hartree. As for the frontier orbital gap (alpha / beta): 0.2690 / 0.2691 Eh.

Results of the natural (NBO) charge analysis, in e, for atoms 1 through 8: atom 1 (C): -0.281, atom 2 (O): -0.084, atom 3 (O): -0.336, atom 4 (O): -0.387, atom 5 (H): 0.463, atom 6 (H): 0.179, atom 7 (H): 0.216, atom 8 (H): 0.181


Molecular formula: C2H9NO4
Method: DFT, ωB97M-V/def2-TZVPD

```
! RIJCOSX wB97M-V def2-TZVPD def2/J DEFGRID3
* xyz 0 1
N -1.33 1.93 0.28
C -1.11 0.98 -0.86
C 0.14 0.18 -0.62
O 0.77 0.30 0.41
O 0.64 -0.53 -1.65
H -1.59 2.77 -0.21
H -0.50 1.96 0.86
H -1.97 0.31 -0.96
H -0.88 1.63 -1.69
H 1.49 -0.79 -1.27
O -2.04 -0.18 2.06
H -1.95 0.44 1.30
H -2.88 -0.56 1.78
O 2.83 -2.27 -0.02
H 2.25 -2.28 0.77
H 3.66 -2.20 0.45
*
```

The energy above the lowest of the compared OMol25 structures with the same formula, charge and spin is 71.1 kJ/mol. As for the SMILES: NCC(=O)O.O.O. The energy comes out at -11900.092 eV. Its highest occupied orbital energy is -0.3689 hartree. As for the frontier orbital gap: 0.3919 Eh.

Results of the natural (NBO) charge analysis, in e, for atoms 1 through 8: atom 1 (N): -0.865, atom 2 (C): -0.346, atom 3 (C): 0.776, atom 4 (O): -0.609, atom 5 (O): -0.670, atom 6 (H): 0.373, atom 7 (H): 0.403, atom 8 (H): 0.218


Molecular formula: C2H9NO4
Method: DFT, ωB97M-V/def2-TZVPD

```
! RIJCOSX wB97M-V def2-TZVPD def2/J DEFGRID3
* xyz 0 1
N 0.87 -1.96 0.67
C 0.07 -1.15 1.51
C -0.56 0.00 0.59
O -0.32 0.24 -0.56
O -1.92 0.26 0.92
H 1.26 -2.74 1.31
H 1.69 -1.36 0.36
H 0.71 -0.81 2.23
H -0.80 -1.70 2.03
H -2.26 0.76 0.19
O 2.33 -0.41 -1.65
H 2.33 -0.29 -2.66
H 2.20 0.42 -1.23
O -2.02 2.92 -0.89
H -1.79 2.11 -1.31
H -1.81 3.72 -1.51
*
```

The energy above the lowest of the compared OMol25 structures with the same formula, charge and spin is 192.8 kJ/mol. As for the SMILES: NCC(=O)O.O.O. The energy comes out at -11898.831 eV. Its highest occupied orbital energy is -0.3506 hartree. As for the frontier orbital gap: 0.3722 Eh.

Results of the natural (NBO) charge analysis, in e, for atoms 1 through 8: atom 1 (N): -0.815, atom 2 (C): -0.303, atom 3 (C): 0.781, atom 4 (O): -0.587, atom 5 (O): -0.707, atom 6 (H): 0.356, atom 7 (H): 0.377, atom 8 (H): 0.190


Molecular formula: C2H9NOP
Method: DFT, ωB97M-V/def2-TZVPD

```
! RIJCOSX wB97M-V def2-TZVPD def2/J DEFGRID3
* xyz 1 1
C 2.70 0.97 -0.51
C -3.52 0.02 0.24
N -2.42 -0.53 -0.08
O 0.25 -0.30 -0.11
P 1.70 -0.31 0.26
H 3.66 0.57 -0.08
H 2.84 0.62 -1.53
H 2.31 1.99 -0.31
H -3.51 1.08 0.52
H -4.51 -0.63 0.21
H -2.28 -1.57 -0.29
H 2.33 -1.55 -0.20
H -1.41 -0.02 0.09
H 1.86 -0.32 1.78
*
```

The energy above the lowest of the compared OMol25 structures with the same formula, charge and spin is 27.9 kJ/mol. The energy comes out at -15038.912 eV. Its highest occupied orbital energy is -0.5289 hartree. As for the frontier orbital gap: 0.3622 Eh.

Results of the natural (NBO) charge analysis, in e, for atoms 1 through 8: atom 1 (C): -0.988, atom 2 (C): 0.113, atom 3 (N): -0.608, atom 4 (O): -1.179, atom 5 (P): 1.498, atom 6 (H): 0.257, atom 7 (H): 0.270, atom 8 (H): 0.281


Molecular formula: C2H9NOP
Method: DFT, ωB97M-V/def2-TZVPD

```
! RIJCOSX wB97M-V def2-TZVPD def2/J DEFGRID3
* xyz 1 1
C 0.71 1.67 -1.43
C -0.03 -1.43 1.02
N 0.46 -1.31 2.25
O -1.25 -0.25 -1.53
P -0.52 0.70 -0.36
H 0.35 2.66 -1.87
H 1.71 1.92 -1.02
H 0.93 0.90 -2.20
H 0.73 -1.61 0.22
H -1.07 -1.75 0.86
H 0.15 -1.14 3.19
H 1.46 -1.21 2.17
H -2.02 -0.71 -1.26
H -1.61 1.55 -0.04
*
```

The energy above the lowest of the compared OMol25 structures with the same formula, charge and spin is 87.7 kJ/mol. The energy comes out at -15038.293 eV. Its highest occupied orbital energy is -0.4902 hartree. As for the frontier orbital gap: 0.3216 Eh.

Results of the natural (NBO) charge analysis, in e, for atoms 1 through 8: atom 1 (C): -0.941, atom 2 (C): -0.021, atom 3 (N): -0.690, atom 4 (O): -0.965, atom 5 (P): 0.990, atom 6 (H): 0.280, atom 7 (H): 0.268, atom 8 (H): 0.266


Molecular formula: C2H9NOS
Method: DFT, ωB97M-V/def2-TZVPD

```
! RIJCOSX wB97M-V def2-TZVPD def2/J DEFGRID3
* xyz 0 1
N 1.34 -1.68 0.46
C 0.97 -0.73 -0.56
C 0.88 0.72 0.00
S -0.15 1.81 -0.97
H 2.28 -2.01 0.27
H 0.74 -2.48 0.56
H 1.60 -0.71 -1.45
H -0.01 -0.96 -0.99
H 1.91 1.05 0.11
H 0.47 0.63 1.01
H 0.71 2.75 -1.35
O -2.59 -1.69 1.64
H -2.94 -1.22 2.40
H -1.77 -1.26 1.41
*
```

The energy above the lowest of the compared OMol25 structures with the same formula, charge and spin is 28.9 kJ/mol. As for the SMILES: NCCS.O. The energy comes out at -16592.367 eV. Its highest occupied orbital energy is -0.3340 hartree. As for the frontier orbital gap: 0.3631 Eh.

Results of the natural (NBO) charge analysis, in e, for atoms 1 through 8: atom 1 (N): -0.854, atom 2 (C): -0.229, atom 3 (C): -0.547, atom 4 (S): -0.040, atom 5 (H): 0.364, atom 6 (H): 0.373, atom 7 (H): 0.184, atom 8 (H): 0.185